DFT (ωB97M-V/def2-TZVPD) results for a 2-piece molecular cluster, C3H8NO overall at a distorted geometry.

The total energy is -249.01008 Eh. The HOMO-LUMO gap (spin up / spin down) is 6.224 / 11.111 eV. As for the expectation value of S²: 0.7531. For the energy above the lowest of the compared OMol25 structures with the same formula, charge and spin, the calculation gives 15.2 kJ/mol.

Structure (ORCA input):
```
! RIJCOSX wB97M-V def2-TZVPD def2/J DEFGRID3
* xyz 0 2
O 0.31465 -0.48211 1.38517
C 1.34762 0.00629 0.97893
C 1.76596 0.09014 -0.45671
H 2.05606 0.39331 1.73584
H 2.80316 -0.14410 -0.65519
H 1.59542 1.12540 -0.78943
H 1.11074 -0.61200 -0.98614
C -1.66064 0.71299 -1.23967
N -1.68714 -0.34470 -0.40556
H -0.81862 1.39181 -1.24644
H -2.47679 0.93157 -1.91552
H -2.46787 -0.96710 -0.48580
H -0.93642 -0.44788 0.31676
*
```

***

DFT (ωB97M-V/def2-TZVPD) results for a 2-piece molecular cluster, C3H8NO overall at a distorted geometry.

The total energy is -248.81053 Eh. The HOMO-LUMO gap is 9.863 eV. For the energy above the lowest of the compared OMol25 structures with the same formula, charge and spin, the calculation gives 66.6 kJ/mol.

Structure (ORCA input):
```
! RIJCOSX wB97M-V def2-TZVPD def2/J DEFGRID3
* xyz 1 1
C 2.60972 -0.40858 0.51621
C 1.98283 0.38334 -0.40302
C 0.55074 0.52415 -0.58054
N -0.33726 0.17581 0.25754
O -3.10637 -0.12947 0.11946
H 3.69846 -0.27571 0.55318
H 2.32423 -1.14726 1.26178
H 2.41969 0.84242 -1.23805
H 0.10838 0.93219 -1.48353
H -3.93801 0.21362 -0.26396
H -0.05834 -0.30271 1.10296
H -1.39303 0.39463 0.16466
H -3.26461 -0.86797 0.79187
*
```

***

DFT (ωB97M-V/def2-TZVPD) results for an isolated ion of composition C3H8NO and charge +1 at a distorted geometry.

The total energy is -248.79798 Eh. The HOMO-LUMO gap is 11.776 eV. For the energy above the lowest of the compared OMol25 structures with the same formula, charge and spin, the calculation gives 99.6 kJ/mol. Its structure (SMILES) is C=C[C@H]([NH3+])O.

Structure (ORCA input):
```
! RIJCOSX wB97M-V def2-TZVPD def2/J DEFGRID3
* xyz 1 1
C 0.73580 0.17264 1.48084
C 0.11532 1.02663 0.69525
C -0.05372 0.73135 -0.77505
N -1.07049 -0.54595 -0.78686
O 1.10125 0.37176 -1.34675
H 0.91107 0.42671 2.54998
H 1.14204 -0.79355 1.10462
H -0.12977 2.06888 1.02138
H -0.63665 1.50091 -1.44784
H -0.66098 -0.94154 -1.61761
H -0.95667 -1.12135 0.01570
H -2.02037 -0.36471 -1.00678
H 1.67018 -0.08203 -0.67985
*
```

***

DFT (ωB97M-V/def2-TZVPD) results for a 2-piece molecular cluster, C3H8NO overall at a distorted geometry.

The total energy is -248.77298 Eh. The HOMO-LUMO gap is 7.102 eV. For the energy above the lowest of the compared OMol25 structures with the same formula, charge and spin, the calculation gives 165.2 kJ/mol.

Structure (ORCA input):
```
! RIJCOSX wB97M-V def2-TZVPD def2/J DEFGRID3
* xyz 1 1
C 1.26392 0.64733 1.70705
N 1.39618 -0.50842 1.18867
H 1.32330 1.50281 1.04213
H 1.07658 0.73030 2.77141
H 1.80511 -0.66596 0.27331
H 1.31276 -1.34027 1.76947
C -1.95993 0.05152 -0.60102
C -1.14070 -0.06996 -1.63082
O 0.04862 -0.77970 -1.55497
H -2.91633 0.49084 -0.82220
H -1.65675 -0.20721 0.40192
H -1.30057 0.39642 -2.59002
H 0.74782 -0.24770 -1.95495
*
```

***

DFT (ωB97M-V/def2-TZVPD) results for a 2-piece molecular cluster, C3H8NO overall at a distorted geometry.

The total energy is -248.75523 Eh. The HOMO-LUMO gap is 10.050 eV. For the energy above the lowest of the compared OMol25 structures with the same formula, charge and spin, the calculation gives 211.8 kJ/mol.

Structure (ORCA input):
```
! RIJCOSX wB97M-V def2-TZVPD def2/J DEFGRID3
* xyz 1 1
C -0.99302 1.03367 -0.42184
C -2.11666 0.43251 -0.52308
C 1.31933 1.10406 0.28542
N 0.30187 0.37867 -0.10191
H -0.73412 1.95393 -0.87506
H -2.52082 -0.60772 -0.53459
H -3.08058 0.84983 -0.91535
H 2.38923 0.63056 0.36904
H 1.16979 2.17376 0.52121
H 0.22304 -0.70188 -0.23136
H 0.50526 -2.82000 0.26485
H 1.87879 -2.74058 0.64053
O 1.09980 -2.10125 0.67889
*
```

***

DFT (ωB97M-V/def2-TZVPD) results for a 2-piece molecular cluster, C3H8NO overall at a distorted geometry.

The total energy is -248.24179 Eh. The HOMO-LUMO gap (spin up / spin down) is 12.454 / 8.645 eV. As for the expectation value of S²: 0.7570. For the energy above the lowest of the compared OMol25 structures with the same formula, charge and spin, the calculation gives 176.0 kJ/mol.

Structure (ORCA input):
```
! RIJCOSX wB97M-V def2-TZVPD def2/J DEFGRID3
* xyz 2 2
O 0.19159 0.97518 1.11597
C -0.90093 1.20770 0.55356
C -1.28778 0.81652 -0.83037
H -1.68163 1.72186 1.18886
H -1.83002 1.53093 -1.33086
H -1.88411 -0.14079 -0.72522
H -0.33675 0.53911 -1.35573
C 0.62308 -1.85778 -0.59080
N 1.36791 -0.97181 -0.04189
H -0.42649 -1.72269 -0.60129
H 1.12756 -2.72811 -1.08283
H 2.35290 -1.09574 -0.00187
H 0.96425 -0.10194 0.48006
*
```

***

DFT (ωB97M-V/def2-TZVPD) results for an isolated ion of composition C3H8NO2 and charge -1 at a distorted geometry.

The total energy is -324.30329 Eh. The HOMO-LUMO gap is 6.394 eV. For the energy above the lowest of the compared OMol25 structures with the same formula, charge and spin, the calculation gives 294.3 kJ/mol. Its structure (SMILES) is [O-]CNCCO.

Structure (ORCA input):
```
! RIJCOSX wB97M-V def2-TZVPD def2/J DEFGRID3
* xyz -1 1
O -2.15938 0.91268 -0.93866
C -1.70923 1.21278 0.24662
N -0.74385 0.10451 0.84041
C 0.32211 -0.17519 -0.10787
C 1.42866 -1.16179 0.33337
O 2.64143 -0.92940 -0.41311
H -1.15857 2.17868 0.36563
H -2.54469 1.28268 1.02996
H -1.36954 -0.68953 0.93502
H 0.73630 0.84270 -0.26737
H -0.09484 -0.40990 -1.09695
H 1.00253 -2.16879 0.31772
H 1.69837 -0.79967 1.33233
H 2.79795 0.00001 -0.25990
*
```

***

DFT (ωB97M-V/def2-TZVPD) results for one molecule with the formula C3H8NO2 at a distorted geometry.

The total energy is -324.23993 Eh. The HOMO-LUMO gap (spin up / spin down) is 10.635 / 7.783 eV. As for the expectation value of S²: 0.7542. For the energy above the lowest of the compared OMol25 structures with the same formula, charge and spin, the calculation gives 64.4 kJ/mol.

Structure (ORCA input):
```
! RIJCOSX wB97M-V def2-TZVPD def2/J DEFGRID3
* xyz 0 2
C -0.65554 -0.55588 0.47321
C -1.01267 -0.42269 -1.00490
O -1.50247 0.88603 -1.30136
N 0.20701 0.49260 0.95478
C 1.56565 0.42078 0.40079
O 2.28187 -0.58304 0.95081
H -0.27012 -1.52662 0.64733
H -1.59422 -0.58249 1.03939
H -0.19529 -0.67703 -1.69104
H -1.87971 -1.06574 -1.13798
H -0.80712 1.52892 -1.11024
H 0.33983 0.42604 1.95332
H 1.52213 0.23354 -0.68002
H 2.00064 1.42558 0.50592
*
```

***

DFT (ωB97M-V/def2-TZVPD) results for an isolated ion of composition C3H8NO2 and charge +1.

The total energy is -324.10543 Eh. The HOMO-LUMO gap is 12.368 eV. For the energy above the lowest of the compared OMol25 structures with the same formula, charge and spin, the calculation gives 57.3 kJ/mol. Its structure (SMILES) is C[NH2+]CC(=O)O.

Structure (ORCA input):
```
! RIJCOSX wB97M-V def2-TZVPD def2/J DEFGRID3
* xyz 1 1
C 1.54026 -0.70544 0.85884
N 0.74410 -0.51326 -0.37857
C -0.06485 0.75759 -0.38102
C -1.51856 0.35636 -0.35193
O -1.84834 -0.73057 -0.73679
O -2.33845 1.28648 0.08355
H 1.93704 -1.71341 0.92882
H 2.36899 -0.00877 0.85533
H 0.87531 -0.58026 1.70092
H 1.30926 -0.50747 -1.23074
H -0.00210 -1.23127 -0.48460
H 0.02001 1.26135 -1.34672
H 0.21398 1.41564 0.43547
H -3.23664 0.91304 0.04743
*
```

***

DFT (ωB97M-V/def2-TZVPD) results for a 2-piece molecular cluster, C3H8NO2 overall at a distorted geometry.

The total energy is -324.02365 Eh. The HOMO-LUMO gap is 9.200 eV. For the energy above the lowest of the compared OMol25 structures with the same formula, charge and spin, the calculation gives 272.1 kJ/mol.

Structure (ORCA input):
```
! RIJCOSX wB97M-V def2-TZVPD def2/J DEFGRID3
* xyz 1 1
O 1.58001 -0.89362 -0.93960
C 0.66651 -1.28439 -1.58620
O -0.32083 -2.12048 -1.15897
H 0.35665 -0.81529 -2.54563
H -0.30062 -3.00221 -1.54847
C 0.87940 0.95460 1.04422
C -1.51680 0.50512 0.75471
N -0.56652 1.35138 0.93925
H 1.35398 1.56121 1.81606
H 1.33419 1.25980 0.10599
H 0.85440 -0.08782 1.34899
H -1.25085 -0.55351 0.69827
H -2.50926 0.93638 0.71205
H -0.56028 2.18883 0.35935
*
```

***

DFT (ωB97M-V/def2-TZVPD) results for an isolated ion of composition C3H8NO2 and charge +2 at a distorted geometry.

The total energy is -323.49015 Eh. The HOMO-LUMO gap (spin up / spin down) is 11.668 / 6.774 eV. As for the expectation value of S²: 0.7575. For the energy above the lowest of the compared OMol25 structures with the same formula, charge and spin, the calculation gives 225.3 kJ/mol.

Structure (ORCA input):
```
! RIJCOSX wB97M-V def2-TZVPD def2/J DEFGRID3
* xyz 2 2
O -0.09445 1.61508 -0.48913
C 0.43300 0.52891 -0.52910
O 1.81129 0.49527 -0.68388
C -0.27466 -0.68208 -0.00871
C 0.23230 -1.48212 1.13916
N -1.78386 -0.21166 0.27968
H 2.09939 1.51976 -0.88279
H -0.56193 -1.38362 -0.86777
H 0.22266 -0.99458 2.18476
H -0.14270 -2.56954 1.28981
H 1.24095 -1.79231 0.92180
H -1.77857 0.43926 1.22926
H -2.41629 -1.02505 0.51765
H -2.25507 0.21668 -0.57454
*
```

***

DFT (ωB97M-V/def2-TZVPD) results for C3H8NO2P as an isolated structure at a distorted geometry.

The total energy is -665.69958 Eh. The HOMO-LUMO gap is 10.384 eV. For the energy above the lowest of the compared OMol25 structures with the same formula, charge and spin, the calculation gives 45.7 kJ/mol.

Structure (ORCA input):
```
! RIJCOSX wB97M-V def2-TZVPD def2/J DEFGRID3
* xyz 0 1
C -0.41508 -0.88452 -0.20823
C 0.90733 -1.47680 -0.68132
C 0.08304 0.15832 0.78819
N -0.35333 1.72585 0.68029
O 1.98487 1.10420 -1.10666
O 3.00766 -0.10598 0.90848
P 1.84056 0.01451 0.03547
H -0.86709 -0.23511 -0.97227
H -1.13735 -1.50522 0.25699
H 1.01802 -2.38718 -0.12283
H 1.27358 -1.67304 -1.72092
H 0.13195 0.00793 1.80304
H -1.28085 1.75250 1.10875
H 1.28685 1.28303 -1.68793
H 0.27431 2.27798 1.35501
*
```

***

Which of these has the highest energy above the lowest of the compared OMol25 structures with the same formula, charge and spin?
number 7